Computed, not measured: 3 unconnected molecules or ions with the total composition C22H40N4O6, with ωB97M-V/def2-TZVPD.

<S²> ... 2.0082
Charge ... 0
Energy above the lowest of the compared OMol25 structures with the same formula, charge and spin ... 0.00 kcal/mol
DFT total energy ... -41704.369 eV
Kohn-Sham gap (alpha / beta) ... 8.2 / 9.3 eV
Spin multiplicity ... 3
E_HOMO (alpha / beta) ... -7.69 / -8.84 eV

Last column: Mulliken charge in e.
Geometry (Å):
C (-1.1838, 2.0954, -1.3600)  2.00
H (-0.8963, -1.1293, 5.8879)  0.35
H (-2.8616, -2.6057, 6.1179)  0.31
H (2.9102, 2.1494, -2.0606)  0.53
N (5.6326, 2.6888, -2.7993)  -0.47
C (-3.8845, -3.5555, 3.5474)  -1.65
C (-1.7535, -0.9649, 5.2298)  -1.31
H (-3.5522, -3.9646, 2.5924)  0.37
O (6.1321, -1.0593, -4.5825)  -0.39
C (-3.9221, -2.0238, 3.4935)  1.63
H (-1.5237, 3.7497, -2.7880)  0.35
H (-5.9624, -2.1101, 2.8569)  0.43
H (-2.9626, 1.2967, -2.2488)  0.45
H (0.5372, 0.9431, -4.7382)  0.38
N (-2.6344, -1.4523, 2.9781)  0.47
H (0.5955, -0.8049, 3.7973)  0.50
H (5.8818, -1.5505, -1.8323)  0.32
H (-3.2542, -1.0341, 6.7680)  0.38
H (-1.4080, 0.8601, 0.4235)  0.38
O (0.7223, 0.9435, -0.7400)  -0.63
H (-1.0360, -3.5222, 3.0335)  0.35
C (5.6607, -0.6400, -2.3888)  -0.65
H (-1.8801, 0.1181, 5.1367)  0.38
H (-1.8364, 0.2514, -4.2463)  0.40
H (-2.6399, 3.6677, -1.4438)  0.45
H (0.3883, -0.1388, -3.3630)  0.40
C (0.9119, 1.8796, -2.8487)  2.10
C (-1.3612, 1.0641, -3.6934)  -0.64
H (0.1735, -2.9542, 4.1799)  0.49
C (0.8990, 3.2736, -3.4988)  -1.96
H (-5.1838, -0.5664, 2.4829)  0.37
H (-1.3630, -3.5437, 4.7707)  0.32
O (4.0290, -0.6676, -5.3484)  -0.47
O (6.9884, 0.9456, -3.8277)  -0.46
H (5.5564, 0.1733, -1.6730)  0.38
C (-0.8952, -2.9787, 3.9680)  -1.89
H (1.7147, 3.3339, -4.2189)  0.49
C (-5.0347, -1.6417, 2.5241)  -1.96
H (-3.2484, -3.9542, 4.3310)  0.28
H (2.8365, 1.4908, -3.7002)  0.40
H (-0.5725, 0.3408, 3.1277)  0.33
C (-1.4134, -1.5359, 3.8496)  2.04
H (-0.9942, 4.2515, -1.1810)  0.37
N (0.2988, 1.8967, -1.4778)  0.50
H (8.4069, -1.3513, -4.0974)  0.28
H (-4.4578, -0.3789, 4.7654)  0.38
C (4.7662, -0.8373, -4.4482)  0.61
H (2.4633, 0.4568, -2.3174)  0.51
C (-3.0209, -1.5602, 5.8404)  -0.46
H (-1.6392, 1.9855, -4.2123)  0.32
H (8.5912, -0.4618, -2.7411)  0.30
C (-1.8918, 1.0781, -2.2606)  -1.23
H (-0.0183, 3.4917, -4.0406)  0.34
N (7.9679, -1.1058, -3.2151)  -0.63
C (6.2635, 1.8606, -3.2940)  0.62
C (6.7323, -0.4886, -3.4740)  0.82
H (-4.8937, -3.9210, 3.7397)  0.44
C (-1.5969, 3.5258, -1.7287)  -1.90
H (-5.0851, -1.9335, 5.2915)  0.39
H (1.0565, 4.0537, -2.7538)  0.35
O (-2.7873, -0.2898, 2.4741)  -0.55
C (-4.2025, -1.4368, 4.8803)  -1.24
C (-0.3095, -0.7110, 3.1951)  -2.10
H (-0.0954, -1.0722, 2.1882)  0.53
O (4.4633, -0.8547, -3.1373)  -0.22
C (2.3706, 1.4628, -2.7143)  -2.29
H (-4.8092, -1.9948, 1.5172)  0.45
H (-1.7668, 0.0823, -1.8241)  0.35
H (-2.6515, 2.0843, 0.2017)  0.38
C (-1.5855, 1.8790, 0.0925)  -2.13
H (-1.0358, 2.5518, 0.7528)  0.51
C (0.1541, 0.8699, -3.7172)  -1.24

***

Computed, not measured: C5H8N2 in the gas phase in a non-equilibrium geometry, with ωB97M-V/def2-TZVPD.

Charge ... 0
Energy above the lowest of the compared OMol25 structures with the same formula, charge and spin ... 71.14 kcal/mol
DFT total energy ... -8291.912 eV
Kohn-Sham gap (alpha / beta) ... 7.6 / 7.6 eV
E_HOMO (alpha / beta) ... -6.79 / -6.79 eV

Last column: Mulliken charge in e.
Geometry (Å):
H (-0.9092, 2.5695, 0.6114)  0.23
C (-1.1559, -1.4493, -0.4435)  -1.17
H (-0.9324, -1.7222, -1.4883)  0.27
C (-1.1666, 0.0249, -0.1781)  0.02
H (-2.1553, -1.8430, -0.2308)  0.32
C (0.0052, 2.0562, 0.3534)  -0.47
H (0.9604, 2.5551, 0.3388)  0.16
N (1.9985, -1.3016, 1.8150)  -0.41
C (1.2259, 0.1178, -0.2524)  -0.86
H (-0.4642, -2.0094, 0.2007)  0.30
H (-2.1031, 0.5488, -0.0278)  0.36
N (-0.0733, 0.7727, -0.0221)  0.09
H (1.1482, -0.5394, -1.1211)  0.33
C (1.6512, -0.6655, 0.9145)  0.49
H (1.9707, 0.8854, -0.4697)  0.34